(1)
{"formula": "C20H30N2O8P2RuS3", "method": "ωB97M-V with the def2-TZVPD basis set", "symbols": ["Ru", "C", "N", "C", "C", "N", "C", "C", "C", "C", "C", "C", "C", "S", "C", "C", "C", "C", "C", "C", "S", "H", "H", "H", "H", "H", "H", "H", "H", "H", "H", "H", "H", "H", "H", "H", "H", "H", "H", "O", "P", "O", "O", "O", "P", "O", "O", "O", "H", "H", "C", "C", "S", "O", "C", "C", "H", "H", "H", "H", "H", "H", "H", "H", "H", "H"], "xyz": [[0.223, -0.467, 0.058], [-1.435, -0.823, 2.680], [-0.345, -1.467, 1.894], [0.869, -1.483, 2.754], [2.149, -1.350, 1.961], [2.087, -0.114, 1.133], [3.252, -0.082, 0.213], [2.047, 1.097, 1.955], [3.105, 1.379, 2.813], [3.103, 2.516, 3.601], [2.020, 3.387, 3.522], [0.968, 3.111, 2.671], [0.953, 1.961, 1.865], [-0.403, 1.661, 0.799], [-0.882, -2.757, 1.447], [-0.687, -3.943, 2.126], [-1.325, -5.102, 1.692], [-2.170, -5.053, 0.598], [-2.362, -3.859, -0.084], [-1.713, -2.700, 0.317], [-1.874, -1.180, -0.567], [-1.613, -1.411, 3.586], [-2.334, -0.786, 2.072], [-1.145, 0.194, 2.929], [0.899, -2.362, 3.399], [0.782, -0.614, 3.407], [2.280, -2.183, 1.273], [3.000, -1.313, 2.650], [4.184, -0.066, 0.785], [3.183, 0.797, -0.421], [3.231, -0.965, -0.420], [3.948, 0.700, 2.861], [3.933, 2.723, 4.263], [1.998, 4.284, 4.129], [0.123, 3.787, 2.611], [-0.034, -3.994, 2.986], [-1.150, -6.035, 2.212], [-2.664, -5.953, 0.253], [-2.983, -3.826, -0.970], [0.104, -3.877, -2.187], [1.364, -2.918, -1.880], [2.627, -3.647, -2.086], [1.101, -2.300, -0.514], [1.117, -1.755, -2.969], [1.557, -0.198, -2.919], [0.689, 0.395, -4.106], [2.995, 0.000, -3.140], [0.975, 0.384, -1.616], [0.415, -4.616, -2.720], [-0.269, 0.428, -3.875], [-4.547, 2.396, -3.252], [-3.237, 3.154, -3.116], [-2.000, 2.073, -2.359], [-1.818, 0.978, -3.371], [-0.571, 3.156, -2.532], [-0.675, 4.429, -1.708], [-5.297, 3.010, -3.751], [-4.935, 2.109, -2.273], [-4.396, 1.488, -3.836], [-3.342, 4.039, -2.485], [-2.835, 3.445, -4.089], [-0.441, 3.340, -3.601], [0.248, 2.524, -2.182], [-1.424, 5.119, -2.099], [0.286, 4.943, -1.717], [-0.912, 4.191, -0.671]], "mulliken_spin": [0.8849, -0.0017, -0.0179, -0.0067, -0.0077, 0.0100, -0.0039, 0.0006, -0.0025, 0.0030, -0.0017, 0.0052, -0.0019, -0.0130, 0.0236, -0.0054, 0.0101, -0.0073, 0.0084, -0.0101, 0.1109, -0.0003, 0.0032, -0.0027, -0.0008, 0.0002, -0.0023, 0.0016, -0.0002, 0.0006, 0.0026, 0.0002, 0.0003, -0.0002, 0.0001, -0.0004, 0.0007, -0.0004, -0.0015, -0.0007, -0.0012, -0.0003, 0.0019, 0.0021, -0.0038, 0.0005, 0.0013, 0.0215, 0.0005, -0.0003, -0.0001, 0.0000, 0.0005, -0.0004, 0.0025, 0.0001, 0.0000, 0.0001, 0.0000, 0.0000, -0.0001, 0.0004, -0.0018, -0.0001, 0.0000, -0.0001], "e_lumo_ev": [2.407, 2.357], "s_squared": 0.755, "orbital_gap_ev": [7.11, 6.87], "largest_force_ev_per_a": 0.3, "multiplicity": 2, "homo_energy_ev": [-4.704, -4.513], "total_charge": -1}

---

(2)
{"formula": "C4H12N2S", "method": "ωB97M-V with the def2-TZVPD basis set", "symbols": ["C", "N", "C", "N", "H", "H", "H", "H", "H", "H", "H", "C", "C", "S", "H", "H", "H", "H", "H"], "xyz": [[-1.455, 2.266, -0.852], [-2.301, -0.960, 0.676], [-1.644, 0.003, 0.032], [-2.019, 1.249, 0.043], [-2.043, 2.310, -1.769], [-0.447, 1.950, -1.120], [-1.458, 3.219, -0.324], [-2.854, -0.742, 1.496], [-1.828, -1.850, 0.719], [-0.797, -0.263, -0.618], [-2.770, 1.497, 0.673], [2.334, -1.642, 0.699], [2.725, -0.619, -0.350], [1.273, 0.198, -1.110], [1.746, -2.440, 0.237], [1.732, -1.145, 1.463], [3.199, -2.131, 1.168], [3.280, -1.064, -1.168], [3.327, 0.164, 0.105]], "mulliken_charge": [-0.4685, -0.3857, 0.2315, -0.1174, 0.2675, 0.0439, 0.2718, 0.2318, 0.2857, 0.0148, 0.2340, -0.9910, -0.3651, -0.5722, 0.2263, 0.2327, 0.3449, 0.2473, 0.2678], "e_lumo_ev": 0.091, "orbital_gap_ev": 6.31, "largest_force_ev_per_a": 1.0, "homo_energy_ev": -6.215, "total_charge": 0}

---

(3)
{"formula": "C4H3NS", "method": "ωB97M-V with the def2-TZVPD basis set", "symbols": ["N", "C", "C", "C", "C", "S", "H", "H", "H"], "xyz": [[1.010, 0.547, 2.862], [0.630, 0.158, 1.938], [-0.122, 0.022, 0.806], [-0.025, -0.645, -0.713], [-0.137, 0.148, -1.677], [0.271, 1.050, -2.797], [-0.156, 1.014, 0.605], [-1.052, -0.422, 1.516], [-0.045, -1.829, -1.035]], "mulliken_charge": [-0.3421, 0.2462, -0.4714, 0.1181, 0.0745, -0.3449, 0.2569, 0.2210, 0.2419], "smiles": "N#CCC=C=S", "e_lumo_ev": -0.593, "orbital_gap_ev": 8.38, "largest_force_ev_per_a": 12.5, "homo_energy_ev": -8.971, "total_charge": 0}

---

(4)
{"formula": "C6H13NO4", "method": "ωB97M-V with the def2-TZVPD basis set", "symbols": ["O", "C", "C", "N", "C", "C", "O", "C", "O", "C", "O", "H", "H", "H", "H", "H", "H", "H", "H", "H", "H", "H", "H", "H"], "xyz": [[-2.577, 0.793, -1.077], [-1.582, 0.158, -1.948], [-0.191, 0.003, -1.334], [0.003, 1.180, -0.435], [0.376, 0.743, 0.916], [1.890, 0.756, 1.188], [2.332, 2.088, 0.919], [-0.159, -0.706, 0.972], [0.464, -1.499, 1.967], [0.030, -1.190, -0.438], [-0.867, -2.260, -0.591], [-1.968, 1.453, -0.697], [-1.980, -0.798, -2.288], [-1.288, 0.867, -2.874], [0.519, -0.055, -2.143], [0.548, 1.989, -0.739], [-0.092, 1.310, 1.753], [2.402, 0.048, 0.591], [2.096, 0.442, 2.238], [3.299, 2.058, 0.779], [-1.226, -0.736, 1.131], [0.458, -2.505, 1.676], [1.094, -1.461, -0.624], [-0.869, -2.437, -1.640]], "mulliken_charge": [-0.5617, -0.6269, -0.0126, -0.4624, 0.0037, -0.6732, -0.5367, -0.2625, -0.5761, 0.0165, -0.5893, 0.3993, 0.3219, 0.2461, 0.4000, 0.2102, 0.2254, 0.3408, 0.3319, 0.3231, 0.3850, 0.3909, 0.3370, 0.3698], "smiles": "OC[C@H]1N[C@H](CO)[C@H](O)[C@H]1O", "e_lumo_ev": 0.468, "orbital_gap_ev": 9.80, "largest_force_ev_per_a": 4.5, "homo_energy_ev": -9.327, "total_charge": 0}

---

Computed energy relative to the best compared isomer or geometry (same formula, charge and spin) (eV) in order:
0.000 1.528 3.321 1.635